{
  "formula": "C33H36F4IrN4OTe",
  "method": "the ωB97M-V functional and the def2-TZVPD basis",
  "species": ["Ir", "C", "C", "N", "C", "C", "C", "C", "N", "C", "C", "F", "C", "F", "C", "C", "F", "C", "F", "H", "H", "H", "H", "H", "H", "H", "H", "H", "H", "H", "H", "H", "H", "H", "N", "C", "C", "C", "C", "C", "N", "C", "H", "H", "H", "H", "Te", "C", "C", "C", "C", "C", "C", "C", "C", "C", "C", "C", "C", "H", "H", "H", "H", "H", "H", "H", "H", "H", "H", "C", "C", "C", "O", "H", "H", "H", "H", "H", "H", "H"],
  "positions_angstrom": [[0.714368, -0.702897, 0.723480], [0.933926, -1.906777, 4.007381], [0.247898, -0.550034, 3.909433], [-0.604989, -0.368867, 2.721995], [-1.153185, 0.998232, 2.759192], [-0.131605, 2.053076, 2.352774], [-1.683933, -1.368698, 2.631681], [-1.270927, -2.696302, 1.970825], [-0.438150, -2.479125, 0.815601], [-0.736258, -2.975826, -0.395391], [0.328812, -3.160124, -1.312629], [1.561382, -2.776967, -0.883601], [0.144184, -3.641530, -2.588129], [1.196452, -3.776876, -3.399600], [-1.123891, -3.986124, -3.040343], [-2.197424, -3.768417, -2.193657], [-3.435776, -4.021446, -2.624705], [-2.022245, -3.249608, -0.921978], [-3.115922, -2.901023, -0.202599], [1.803202, -1.824612, 4.656243], [1.272488, -2.222215, 3.020691], [0.274371, -2.662387, 4.427062], [1.021668, 0.218265, 3.860815], [-0.349864, -0.374083, 4.816208], [-1.526520, 1.219191, 3.766787], [-1.998945, 1.059484, 2.072151], [0.570240, 2.273978, 3.152800], [-0.652597, 2.970775, 2.098892], [0.409455, 1.718015, 1.461704], [-2.475074, -0.942691, 2.007971], [-2.097389, -1.577971, 3.624434], [-2.179457, -3.256936, 1.737341], [-0.685020, -3.302648, 2.667112], [-1.276791, -4.389629, -4.026066], [5.823899, 3.009730, 2.835461], [5.365271, 2.004870, 2.538784], [4.806222, 0.753144, 2.178352], [5.618315, -0.372794, 2.029177], [5.015926, -1.564030, 1.665432], [3.643357, -1.599971, 1.485354], [2.865994, -0.527067, 1.645500], [3.432385, 0.626538, 1.979287], [6.684085, -0.300174, 2.184703], [5.597132, -2.457691, 1.517526], [3.146671, -2.514796, 1.192500], [2.783340, 1.485961, 2.081369], [-1.803862, 0.016066, -1.001768], [-3.549932, 1.171298, -0.471783], [-4.794239, 0.574259, -0.630306], [-5.945433, 1.277487, -0.317238], [-5.863856, 2.572257, 0.168161], [-4.621089, 3.154115, 0.359477], [-3.466053, 2.457700, 0.042193], [-1.180688, 1.196913, -2.651239], [-1.134460, 0.565805, -3.885952], [-0.643094, 1.241629, -4.990349], [-0.171980, 2.538133, -4.857518], [-0.228968, 3.166715, -3.623309], [-0.738445, 2.501464, -2.521318], [-4.868285, -0.435622, -1.007212], [-6.907704, 0.810009, -0.456518], [-6.763010, 3.125027, 0.398414], [-4.549459, 4.154751, 0.759432], [-2.501682, 2.921987, 0.196857], [-1.475648, -0.457120, -3.982038], [-0.618976, 0.748999, -5.950581], [0.250897, 3.051938, -5.708426], [0.135758, 4.177578, -3.516300], [-0.767087, 2.987617, -1.559156], [2.978750, 2.056566, -1.509319], [2.403036, 0.631195, -1.464047], [2.285968, 0.048993, -2.876018], [1.178787, 0.655282, -0.828604], [3.955127, 2.042220, -1.979730], [3.080681, 2.454529, -0.503927], [2.317691, 2.704206, -2.076217], [3.125974, 0.001848, -0.908917], [1.538415, 0.593140, -3.444853], [1.996859, -0.996991, -2.823509], [3.240924, 0.119086, -3.385700]],
  "atomic_forces_ev_per_a": [[-2.61, 2.64, -0.56], [-0.12, 0.17, 0.02], [0.55, -0.26, 0.33], [1.43, -0.79, -1.11], [-0.01, 0.68, -0.41], [-0.04, -0.20, 0.01], [-0.48, -0.84, -0.45], [0.12, 0.25, 0.86], [1.26, 1.96, 0.76], [0.03, -0.75, -1.84], [-0.34, 0.19, 0.42], [0.10, -0.46, -0.41], [-0.28, 0.01, -0.08], [0.03, -0.01, 0.08], [0.04, 0.16, 0.28], [0.34, -0.04, 0.04], [0.02, 0.07, 0.09], [0.34, -0.04, 0.36], [0.14, -0.20, -0.09], [0.02, 0.00, 0.08], [0.03, -0.13, 0.04], [0.04, -0.07, -0.03], [-0.15, 0.06, 0.04], [0.02, 0.07, -0.18], [-0.06, -0.20, -0.07], [0.06, -0.17, 0.03], [0.11, 0.07, 0.04], [-0.02, 0.18, 0.03], [-0.06, 0.22, 0.06], [0.04, 0.07, 0.15], [-0.05, 0.17, 0.03], [0.15, 0.11, -0.01], [-0.27, -0.01, 0.07], [0.02, -0.04, -0.14], [0.19, 0.47, 0.13], [-0.02, 0.18, 0.05], [-0.31, -0.86, -0.09], [-0.32, 0.08, -0.10], [-0.11, 0.13, 0.10], [0.25, -0.40, -0.03], [-1.33, -0.53, -1.04], [-0.01, 0.45, 0.04], [0.06, 0.01, -0.01], [0.05, -0.14, -0.01], [-0.03, -0.01, -0.02], [-0.02, 0.02, -0.03], [-0.23, 0.30, -0.22], [0.53, -0.24, 0.29], [0.21, -0.26, -0.13], [-0.08, 0.07, 0.01], [0.03, -0.05, 0.00], [0.01, 0.11, 0.00], [0.22, 0.04, 0.03], [0.05, -0.25, 0.31], [-0.17, -0.24, 0.12], [0.03, 0.06, -0.10], [-0.01, -0.09, 0.00], [-0.01, 0.11, 0.00], [0.04, 0.05, 0.16], [-0.01, -0.09, -0.05], [-0.09, -0.05, -0.03], [-0.04, 0.01, 0.04], [0.02, 0.09, 0.00], [0.06, 0.05, 0.00], [-0.01, -0.03, -0.06], [0.03, -0.05, -0.07], [-0.04, 0.05, -0.06], [0.01, 0.09, 0.02], [0.06, 0.10, 0.11], [-0.24, -0.54, 0.07], [1.69, 0.29, -0.62], [-0.10, 0.07, 0.50], [-0.76, -2.22, 2.66], [0.20, 0.07, -0.11], [0.01, 0.12, 0.18], [-0.10, 0.12, -0.10], [-0.11, 0.09, -0.12], [-0.06, 0.11, -0.08], [-0.08, -0.17, -0.05], [0.16, -0.01, -0.11]],
  "energy_ha": -2344.7825,
  "e_homo_ev": [-10.21, -10.21],
  "molar_mass_g_mol": 900.487,
  "charge": 1,
  "de_lowest_kcal_mol": 70.7,
  "orbital_gap_ev": [5.80, 5.82],
  "largest_force_ha_per_bohr": 0.0730,
  "lumo_energy_ev": [-4.41, -4.39]
}